[1]
# C4H7NO

2 unconnected molecules or ions with the total composition C4H7NO (ωB97M-V/def2-TZVPD, the Open Molecules 2025 dataset).

XYZ file:
```
13
C4H7NO, DFT ωB97M-V/def2-TZVPD
O -2.4456 -0.4380 0.3571
N 1.3301 0.6878 0.6182
C 0.7773 -1.3751 -0.5206
C -1.4876 1.6985 -0.4651
C 1.2355 -0.5791 0.6622
C -2.0053 0.5751 -0.0310
H 0.5050 -0.7064 -1.3414
H 1.6542 1.0565 1.5135
H 1.5752 -2.0492 -0.8544
H -0.0864 -1.9951 -0.2545
H -0.4076 1.8013 -0.3993
H -2.1269 2.4823 -0.8479
H 1.4823 -1.1585 1.5631
```

Results
- Calculated total energy: -7797.5609 eV
- Orbital gap: 10.01 eV
- Structure (SMILES): [H]/N=C/C.C=C=O
- Total charge: 0
- Energy above the lowest of the compared OMol25 structures with the same formula, charge and spin: 48.0 kcal/mol

Atomic partial charges in e from the Mulliken method, atoms 1 to 2: -0.387, -0.517

[2]
# C17H12Cl4INNiO2S

A molecular structure, C17H12Cl4INNiO2S (ωB97M-V/def2-TZVPD, the Open Molecules 2025 dataset).

XYZ file:
```
39
C17H12Cl4INNiO2S, DFT ωB97M-V/def2-TZVPD
I -10.5371 8.7472 16.1019
Ni -8.7345 8.5427 11.3751
Cl -6.0263 8.5849 7.5557
Cl -7.5212 13.7405 6.8658
Cl -9.7475 10.7036 10.7285
Cl -7.8351 3.8006 16.1342
S -3.2847 3.5080 9.0526
O -9.5533 8.4987 13.0978
O -7.7163 8.6850 9.7745
N -7.8794 6.8018 11.9668
C -8.6126 10.8799 9.3732
C -7.7669 9.7955 9.0792
C -7.0315 4.4991 13.2028
C -8.5973 12.0855 8.7445
C -3.4034 5.1635 9.6941
C -7.7406 12.2310 7.6692
C -6.5979 4.8114 11.9186
C -9.0828 7.4985 13.8904
C -9.4465 7.3244 15.1989
C -1.9326 3.5250 7.8957
C -6.9450 11.1621 7.2243
C -8.1839 6.5684 13.2794
C -8.9537 6.1776 15.9250
C -7.0308 5.9793 11.3332
C -6.9995 9.9619 7.9296
C -7.8169 5.4283 13.9276
C -8.2295 5.2384 15.2965
H -6.6877 6.2368 10.3687
H -1.0051 3.9860 8.1893
H -4.3120 5.6524 9.2951
H -2.2043 3.9046 6.8827
H -9.2139 12.8751 9.0261
H -5.8968 4.1973 11.3252
H -9.3080 6.0479 16.9516
H -6.7029 3.5483 13.6775
H -1.6942 2.4966 7.7349
H -6.2405 11.2434 6.4196
H -2.5523 5.7783 9.4575
H -3.5074 5.0493 10.7767
```

Results
- Calculated total energy: -133478.1137 eV
- ⟨S²⟩: 2.006
- Multiplicity: 3
- Orbital gap (alpha / beta): 7.39 / 7.23 eV
- Total charge: 0

Atomic partial charges in e from the Mulliken method, atoms 1 to 2: 0.142, 0.296

[3]
# C35H35FeN6O3PS

A molecular structure, C35H35FeN6O3PS (ωB97M-V/def2-TZVPD, the Open Molecules 2025 dataset).

XYZ file:
```
82
C35H35FeN6O3PS, DFT ωB97M-V/def2-TZVPD
Fe -0.2281 0.1475 -0.0250
S -3.2810 -1.4485 -3.4017
P 0.7714 1.1528 -2.1110
O 2.2104 -1.0776 1.3567
O -0.1130 -1.9862 0.3392
O -0.2957 1.9733 0.6873
N -0.5258 -0.0123 2.1944
N -1.0964 -2.5229 -2.2352
N -1.8873 -0.4228 -1.5345
N 2.0861 -0.1896 0.3105
N -0.3402 1.2129 2.8630
N -2.8211 0.5356 -1.8845
C 3.1457 1.7879 -0.6390
C 0.9117 5.0596 4.1185
C 4.0557 3.5804 -2.5739
C 2.6943 -1.6383 -4.4136
C -0.7883 3.8635 -4.8246
C -0.7542 -2.7280 1.2232
C -1.0046 3.2562 -2.1214
C -0.2073 2.1409 1.9806
C -4.2509 1.6322 -4.7585
C -0.9161 -0.9658 2.9688
C 0.0028 5.9155 2.0654
C -1.0786 -4.1398 0.7911
C -1.7034 4.3323 -2.6538
C 2.3879 1.9895 -1.8028
C -0.2481 4.6171 1.6386
C 4.7767 3.4105 -1.4040
C 1.7400 -1.9727 -5.3658
C 0.5865 6.1392 3.3059
C -0.1836 2.4785 -2.9379
C 4.3195 2.5172 -0.4515
C -1.9722 -1.5067 -2.2739
C 0.5007 -1.3474 -5.3480
C 1.1811 -0.0274 -3.4426
C -1.1098 -2.3085 2.4567
C 0.0666 3.5329 2.4528
C -1.1854 -0.7341 4.4321
C -0.0877 2.7896 -4.2934
C 2.8981 0.7800 0.4165
C 0.2226 -0.3840 -4.3885
C -4.6779 1.0306 -3.4170
C 2.8733 2.8792 -2.7583
C -3.6119 0.1656 -2.8220
C -1.5966 4.6395 -4.0034
C 0.6502 3.7638 3.6965
C 2.4169 -0.6727 -3.4560
H 0.7899 7.1505 3.6375
H 1.3736 5.2297 5.0842
H 3.6596 -2.1284 -4.4163
H -0.2938 -0.3408 4.9197
H -4.8811 1.8197 -2.6941
H 1.4301 -1.6561 1.2125
H 5.6916 3.9634 -1.2347
H 4.4051 4.2605 -3.3406
H 0.8862 2.9126 4.3220
H -1.0954 -4.8194 1.6426
H -0.7513 0.0931 -4.3773
H -1.9597 0.0219 4.5609
H -4.0341 0.8511 -5.4915
H -1.0957 3.0160 -1.0685
H -1.3189 -3.3731 -2.7212
H 3.5208 0.8263 1.3075
H 0.5369 2.1952 -4.9491
H -3.3550 2.2409 -4.6320
H -0.6871 4.4297 0.6671
H -2.3376 4.9282 -2.0088
H -0.7020 4.0920 -5.8801
H -0.4748 -2.5529 -1.4129
H -2.1391 5.4810 -4.4163
H -0.2546 6.7541 1.4290
H 1.9618 -2.7186 -6.1191
H -1.4897 -1.6605 4.9178
H -5.0419 2.2639 -5.1652
H -0.3407 -4.4994 0.0718
H -1.5655 -3.0302 3.1217
H 4.8862 2.3640 0.4596
H 2.3075 3.0433 -3.6671
H -2.0644 -4.1707 0.3174
H -0.2528 -1.6073 -6.0820
H 3.1660 -0.4247 -2.7124
H -5.5916 0.4468 -3.5395
```

Results
- Calculated total energy: -106457.9034 eV
- ⟨S²⟩: 6.012
- Multiplicity: 5
- Orbital gap (alpha / beta): 7.20 / 7.09 eV
- Total charge: 0
- Energy above the lowest of the compared OMol25 structures with the same formula, charge and spin: 0.0 kcal/mol

Atomic partial charges in e from the Mulliken method, atoms 1 to 2: 0.711, -0.200

[4]
# H18O9

9 unconnected molecules or ions with the total composition H18O9 (ωB97M-V/def2-TZVPD, the Open Molecules 2025 dataset).

XYZ file:
```
27
H18O9, DFT ωB97M-V/def2-TZVPD
O 7.0691 14.4166 1.4547
O -1.6005 9.8547 -10.0341
O -1.1592 16.5898 -6.4858
O 3.0672 12.2665 -10.4394
O 5.3761 16.3207 -10.4421
O -1.5150 10.2094 -4.9967
O 2.7134 14.0136 -5.3830
O 7.9717 13.9788 -3.4560
O 4.7537 18.6191 -6.0040
H -2.1675 10.5327 -4.3754
H 2.2952 11.7814 -10.7307
H 4.1962 17.8841 -5.7489
H -1.7339 15.8244 -6.4740
H 4.9688 15.4692 -10.2826
H 5.0233 18.4163 -6.8998
H 7.9063 13.3344 -4.1608
H 2.7474 13.2487 -5.9576
H -2.0971 9.0377 -10.0796
H 8.8179 14.4034 -3.5969
H 3.8022 11.8272 -10.8673
H 3.3749 13.8403 -4.7133
H 4.9243 16.6620 -11.2139
H 7.0925 14.6754 0.5334
H -0.2978 16.2468 -6.2478
H -1.5363 10.0448 -9.0982
H -0.8151 9.8561 -4.4475
H 7.7174 14.9790 1.8785
```

Results
- Calculated total energy: -18719.0288 eV
- Orbital gap: 11.45 eV
- Structure (SMILES): O.O.O.O.O.O.O.O.O
- Total charge: 0
- Energy above the lowest of the compared OMol25 structures with the same formula, charge and spin: 71.6 kcal/mol

Atomic partial charges in e from the Mulliken method, atoms 1 to 2: -0.640, -0.642

[5]
# C4H7Cl

A molecular structure, C4H7Cl (ωB97M-V/def2-TZVPD, the Open Molecules 2025 dataset).

XYZ file:
```
12
C4H7Cl, DFT ωB97M-V/def2-TZVPD
Cl 1.3608 1.1699 -1.5982
C -0.5230 -1.0337 -0.7210
C 1.2985 0.4835 0.2382
C -0.0693 -0.1520 0.3702
C -0.9657 0.6736 1.0054
H 1.8890 1.2732 0.8136
H -0.8758 1.5785 1.7408
H -0.3815 -2.1930 -0.4212
H 2.1474 -0.2675 0.2860
H -1.8427 0.2796 1.0916
H -1.8663 -0.9649 -0.9116
H -0.1713 -0.8473 -1.8939
```

Results
- Calculated total energy: -16780.2746 eV
- Orbital gap: 10.15 eV
- Total charge: 0
- Energy above the lowest of the compared OMol25 structures with the same formula, charge and spin: 71.4 kcal/mol

Atomic partial charges in e from the Mulliken method, atoms 1 to 2: -0.259, -0.879

no.,M (g mol⁻¹)
1,85.11
2,621.76
3,706.59
4,162.14
5,90.55